ORCA calculation (ωB97M-V/def2-TZVPD) on C29H30BFeN8O5S3 as an isolated structure.

Structure (XYZ):
```
77
Properties=species:S:1:pos:R:3:lowdin_spin:R:1
Fe -0.477 -0.180 0.909 4.202
C 2.747 1.890 0.746 0.001
C 2.637 0.425 0.502 0.014
C 3.616 -0.427 -0.007 0.006
C 3.106 -1.709 0.104 0.010
C 3.742 -3.006 -0.266 0.002
N 1.877 -1.621 0.635 0.008
N 1.574 -0.302 0.867 0.073
B 1.006 -2.737 1.292 0.001
N 0.596 -2.250 2.696 0.003
N -0.125 -1.103 2.871 0.075
C -0.342 -0.971 4.175 0.009
C -1.073 0.181 4.779 0.000
C 0.237 -2.050 4.857 0.003
C 0.821 -2.835 3.886 0.004
C 1.578 -4.112 4.038 0.001
N -0.291 -2.973 0.484 0.009
N -1.317 -2.088 0.626 0.088
C -2.337 -2.527 -0.107 0.013
C -3.618 -1.775 -0.227 0.001
C -1.978 -3.740 -0.703 0.007
C -0.674 -3.985 -0.311 0.009
C 0.221 -5.124 -0.666 0.002
H 3.544 2.311 0.137 0.000
H 2.977 2.068 1.800 0.000
H 1.823 2.399 0.492 0.000
H 4.583 -0.144 -0.387 0.001
H 4.749 -2.825 -0.634 0.000
H 3.176 -3.510 -1.051 0.000
H 3.798 -3.680 0.588 0.000
H 1.640 -3.745 1.365 0.000
H -1.413 0.885 4.026 0.001
H -0.423 0.710 5.477 0.000
H -1.940 -0.171 5.338 0.000
H 0.233 -2.225 5.920 0.001
H 1.637 -4.373 5.093 0.000
H 2.592 -4.022 3.648 0.000
H 1.088 -4.929 3.508 0.000
H -3.600 -0.871 0.376 0.001
H -4.456 -2.395 0.094 0.000
H -3.792 -1.486 -1.264 0.000
H -2.592 -4.363 -1.332 0.001
H -0.366 -5.931 -1.099 0.000
H 0.749 -5.506 0.207 0.000
H 0.968 -4.818 -1.401 0.000
O -4.547 4.487 -1.166 0.002
S -3.315 3.813 -1.438 0.001
O -2.959 3.485 -2.783 0.004
N -3.265 2.403 -0.515 0.029
C -2.319 2.475 0.340 0.033
S -2.141 1.215 1.553 0.220
C -1.514 3.724 0.369 0.004
C -0.465 4.079 1.197 0.001
C 0.109 5.332 1.024 0.000
C -0.370 6.209 0.055 -0.001
C -1.431 5.855 -0.768 0.001
C -1.978 4.606 -0.587 -0.001
H -0.108 3.389 1.953 0.000
H 0.940 5.632 1.649 0.000
H 0.096 7.178 -0.064 0.000
H -1.801 6.527 -1.530 0.000
O 2.321 2.771 -2.480 0.001
S 0.885 2.793 -2.475 0.001
O 0.220 4.060 -2.422 0.001
N 0.345 1.800 -1.269 0.018
C -0.217 0.740 -1.763 0.012
O -0.639 -0.238 -1.050 0.120
C -0.338 0.690 -3.245 0.004
C -0.919 -0.284 -4.034 0.000
C -0.908 -0.088 -5.410 0.000
C -0.328 1.049 -5.967 0.000
C 0.262 2.022 -5.168 0.001
C 0.237 1.812 -3.806 0.001
H -1.368 -1.159 -3.584 0.000
H -1.360 -0.825 -6.060 0.000
H -0.338 1.177 -7.042 0.000
H 0.713 2.908 -5.594 0.000
```

- Max |F|: 0.7 eV/A
- Frontier orbital gap (spin up / spin down): 9.28 / 7.54 eV
- Spin multiplicity: 6
- ΔE to the lowest compared entry with this formula, charge and spin: 0.294 eV
- HOMO level (spin up / spin down): -9.26 / -9.23 eV
- E_tot: -4420.61445 Ha
- <S²>: 8.763
- LUMO (spin up / spin down): 0.021 / -1.695 eV